i:
Formula: C25H23Cl5N7SV
Source: the OMol25 dataset
Level of theory: ωB97M-V/def2-TZVPD

```
! wB97M-V def2-TZVPD RIJCOSX def2/J DEFGRID3
* xyz 1 2
V 0.2553 -0.4291 -0.0096
C -2.5391 1.1319 0.5279
N -1.1831 0.9330 1.0886
C -0.4869 2.2343 1.2486
C 0.9699 2.0290 1.5602
C 1.7169 2.9846 2.2323
C 3.0744 2.7861 2.3943
C 3.6536 1.6401 1.8704
C 2.8472 0.7392 1.2090
N 1.5245 0.9080 1.0713
C -1.3255 0.2923 2.4113
C -1.5930 -1.1876 2.2751
C -2.3560 -1.9007 3.1838
C -2.5320 -3.2608 2.9864
C -1.9530 -3.8637 1.8810
C -1.2020 -3.0857 1.0187
N -1.0126 -1.7766 1.2196
C -2.5961 1.4716 -0.9422
C -3.6327 0.9592 -1.7126
C -3.6828 1.2771 -3.0577
C -2.6978 2.0948 -3.5903
C -1.7145 2.5738 -2.7410
N -1.6657 2.2790 -1.4416
H -3.0608 1.9075 1.1077
H -3.0859 0.2000 0.6767
H -0.9718 2.8522 2.0142
H -0.5588 2.7539 0.2910
H 1.2339 3.8757 2.6104
H 3.6775 3.5211 2.9110
H 4.7161 1.4594 1.9498
H 3.2540 -0.1484 0.7405
H -2.1139 0.7757 3.0001
H -0.3877 0.4289 2.9567
H -2.8132 -1.3940 4.0232
H -3.1270 -3.8405 3.6796
H -2.0840 -4.9176 1.6819
H -0.7223 -3.5051 0.1424
H -4.3719 0.3036 -1.2699
H -4.4708 0.8820 -3.6854
H -2.6895 2.3573 -4.6390
H -0.9257 3.2181 -3.1124
Cl -1.1865 -1.4492 -2.0204
C -0.0922 -0.3152 -2.8234
C 0.6952 0.4280 -1.9586
C 1.5166 1.3510 -2.5888
Cl 2.5127 2.4118 -1.6234
C 1.5492 1.5099 -3.9773
Cl 2.5870 2.6694 -4.7115
C 0.7164 0.7302 -4.7887
Cl 0.7299 0.9260 -6.4959
C -0.1347 -0.2018 -4.2038
Cl -1.2062 -1.1549 -5.1509
N 2.0229 -1.7212 2.1882
N 2.8930 -2.6602 1.6340
C 2.8554 -2.9758 0.3194
N 3.7161 -3.9422 -0.0463
S 1.8725 -2.2582 -0.8387
H 2.5547 -1.0103 2.6786
H 1.3845 -2.1775 2.8318
H 3.4784 -3.2053 2.2518
H 4.3891 -4.3421 0.5847
H 3.7789 -4.1719 -1.0231
*
```

Results
E_HOMO (spin up / spin down) in eV: -9.283 / -8.695
Molecular weight in g mol⁻¹: 681.8
Lowest unoccupied orbital energy (spin up / spin down) in eV: -2.538 / -2.548
Gap between HOMO and LUMO (spin up / spin down) in Eh: 0.2479 / 0.2259



ii:
Formula: C25H23Cl5N7SV
Source: the OMol25 dataset
Level of theory: ωB97M-V/def2-TZVPD

```
! wB97M-V def2-TZVPD RIJCOSX def2/J DEFGRID3
* xyz 1 2
V -0.2245 0.0547 -0.2264
C -0.6331 -0.4390 2.9277
N -1.3589 0.1112 1.7789
C -2.5338 -0.7095 1.4160
C -3.1269 -0.1725 0.1380
C -4.4846 -0.1709 -0.1064
C -4.9571 0.3728 -1.2940
C -4.0445 0.9109 -2.1835
C -2.6963 0.8606 -1.8751
N -2.2353 0.3283 -0.7371
C -1.7802 1.4935 2.0598
C -0.8465 2.5169 1.4769
C -0.8428 3.8097 1.9659
C -0.0988 4.7834 1.3168
C 0.6179 4.4222 0.1927
C 0.5964 3.0981 -0.2118
N -0.1069 2.1431 0.4151
C 0.3329 -1.5154 2.5104
C 1.1373 -2.1502 3.4420
C 1.9879 -3.1534 3.0068
C 1.9886 -3.4912 1.6643
C 1.1589 -2.7959 0.8035
N 0.3496 -1.8102 1.2092
H -1.3377 -0.8192 3.6784
H -0.0798 0.3723 3.4064
H -3.2971 -0.6854 2.2027
H -2.1953 -1.7386 1.2870
H -5.1606 -0.5904 0.6269
H -6.0153 0.3799 -1.5157
H -4.3546 1.3548 -3.1186
H -1.9463 1.2311 -2.5630
H -1.8929 1.6608 3.1351
H -2.7651 1.6661 1.6224
H -1.4376 4.0495 2.8375
H -0.0902 5.8019 1.6808
H 1.1994 5.1381 -0.3704
H 1.1543 2.7777 -1.0786
H 1.0860 -1.8666 4.4854
H 2.6311 -3.6690 3.7079
H 2.6235 -4.2737 1.2737
H 1.1377 -3.0259 -0.2491
Cl -1.1281 -2.3563 -1.4641
C -0.2919 -1.4266 -2.7218
C 0.3689 -0.2815 -2.2953
C 1.1117 0.3102 -3.3060
Cl 2.1507 1.6797 -2.9036
C 1.1696 -0.1408 -4.6228
Cl 2.1117 0.6732 -5.8063
C 0.4473 -1.2783 -4.9813
Cl 0.4719 -1.8555 -6.5967
C -0.2865 -1.9505 -4.0055
Cl -1.1496 -3.3829 -4.3968
N 2.1781 0.3640 0.3742
N 3.3915 -0.3168 0.6756
C 3.9499 -1.2450 -0.1670
N 5.1578 -1.6649 0.2775
S 3.3010 -1.7980 -1.5759
H 2.3327 0.9459 -0.4535
H 2.0316 0.9824 1.1640
H 4.0640 0.2637 1.1565
H 5.5201 -1.4314 1.1860
H 5.6387 -2.3515 -0.2756
*
```

Results
E_HOMO (spin up / spin down) in eV: -9.548 / -8.848
Molecular weight in g mol⁻¹: 681.8
Lowest unoccupied orbital energy (spin up / spin down) in eV: -2.569 / -2.574
Gap between HOMO and LUMO (spin up / spin down) in Eh: 0.2565 / 0.2306



Which of them is the most stable? Correct choice: i.



i:
Formula: C6H14O3
Source: the OMol25 dataset
Level of theory: ωB97M-V/def2-TZVPD

```
! wB97M-V def2-TZVPD RIJCOSX def2/J DEFGRID3
* xyz 0 1
C -0.2729 0.7933 0.0679
C 1.2642 -2.2591 -0.3281
C -0.1550 -0.9798 1.2045
C 0.7290 1.6298 -0.7689
C -1.5171 0.5127 -0.7684
C -0.5984 1.6319 1.3072
O -0.1334 -2.1090 0.5588
O 1.4178 -1.0869 -0.8754
O 1.0375 -3.3105 -1.1545
H 0.5569 -2.9718 -1.9236
H 0.7505 -0.2691 -0.2025
H 1.9695 -2.5676 0.4530
H 0.7260 -0.7124 1.8004
H -1.1201 -0.7566 1.6447
H 0.2844 2.6055 -0.9860
H -1.2735 -0.1312 -1.6146
H -1.4350 1.2390 1.8873
H 1.6653 1.7736 -0.2275
H 0.9760 1.1337 -1.7049
H -2.3072 0.0284 -0.1918
H -1.9418 1.4436 -1.1571
H 0.2681 1.7192 1.9668
H -0.8910 2.6431 1.0124
*
```

Results
E_HOMO in eV: -9.082
Molecular weight in g mol⁻¹: 134.2
Lowest unoccupied orbital energy in eV: 0.714
Gap between HOMO and LUMO in Eh: 0.3600



ii:
Formula: C6H14O3
Source: the OMol25 dataset
Level of theory: ωB97M-V/def2-TZVPD

```
! wB97M-V def2-TZVPD RIJCOSX def2/J DEFGRID3
* xyz 0 1
C -1.6617 0.3429 1.6644
C -0.8722 0.0621 0.3858
C -1.3138 -1.2532 -0.2484
C -1.0697 1.2195 -0.5574
C 0.7164 -0.1057 0.9695
O 1.8720 -0.5710 0.2818
C 1.9102 0.0380 -0.9622
O 1.6060 -0.8998 -1.9362
O 3.1289 0.6517 -1.2009
H -2.7217 0.4525 1.4305
H -1.5449 -0.4656 2.3837
H -1.3202 1.2609 2.1380
H -0.7675 -1.4350 -1.1714
H -1.1413 -2.0881 0.4290
H -2.3788 -1.2186 -0.4772
H -1.9296 1.0556 -1.2057
H -1.1631 2.1729 -0.0396
H -0.1410 1.3594 -1.2396
H 0.5917 -0.8513 1.7565
H 0.9485 0.8563 1.4395
H 1.1656 0.9085 -1.1758
H 2.2430 -1.6290 -1.8669
H 3.8431 0.1369 -0.7973
*
```

Results
E_HOMO in eV: -9.929
Molecular weight in g mol⁻¹: 134.2
Lowest unoccupied orbital energy in eV: 0.773
Gap between HOMO and LUMO in Eh: 0.3933



Which of them is the most stable? Correct choice: ii.